Molecular formula: C3H15O5
Method: DFT, ωB97M-V with the def2-TZVPD basis set

Relative energy (zero: lowest compared OMol25 entry of this formula, charge and spin), kcal per mole: 5.6
LUMO energy, eV: 3.7
Calculated total energy, hartree: -499.55592
Net charge: -1
HOMO energy, eV: -5.48
2S+1: 1

Last column: natural (NBO) charge in e.
CARTESIAN COORDINATES (ANGSTROEM)
C  -0.968  -0.979  -0.326  -0.073
O  -1.255  0.004  0.673  -0.827
C  -0.011  -0.448  -1.376  -0.432
C  -0.497  0.899  -1.939  -0.598
H  -1.913  -1.112  -0.862  0.163
H  -0.615  -1.878  0.186  0.156
H  0.090  -1.100  -2.254  0.181
H  1.025  -0.291  -1.067  0.219
H  0.150  1.210  -2.772  0.190
H  -0.428  1.722  -1.234  0.225
H  -1.491  0.812  -2.385  0.182
H  1.075  0.746  2.379  0.444
H  -0.324  0.351  0.990  0.517
O  1.042  0.617  1.437  -1.209
H  2.137  -0.595  1.172  0.512
H  2.218  -1.942  0.414  0.443
O  2.723  -1.410  1.034  -1.015
H  2.039  1.678  0.614  0.515
H  2.533  3.120  0.728  0.441
O  2.684  2.333  0.201  -1.010
H  -3.637  -1.904  1.818  0.448
H  -2.830  -0.752  1.232  0.508
O  -3.746  -1.081  1.337  -0.981